{"formula": "CH3NS2", "method": "wB97M-V/def2-TZVPD", "smiles": "NSC=S", "e_above_lowest_kcal_mol": 22.76, "e_homo_ev": -8.7, "elements": ["S", "S", "N", "C", "H", "H", "H"], "positions_angstrom": [[-0.83459, 0.06390, -0.54613], [0.59031, 2.53577, -1.23824], [-0.34394, -1.19624, 0.49344], [0.52948, 1.07842, -0.45220], [-0.74858, -2.08268, 0.20033], [-0.65704, -0.98934, 1.44589], [1.46436, 0.59017, 0.09691]], "mulliken_charge": [0.110, -0.228, -0.558, -0.167, 0.276, 0.270, 0.296]}

{"formula": "C18H34Br2F5NO3", "method": "wB97M-V/def2-TZVPD", "smiles": "CC[C@H](NC(F)(F)C(F)(F)F)[C@H](OC)/C(Br)=C(/C)Br.CCOCC.CCOCC", "e_homo_ev": -9.1, "elements": ["Br", "Br", "F", "F", "F", "F", "F", "O", "O", "O", "N", "C", "C", "C", "C", "C", "C", "C", "C", "C", "C", "C", "C", "C", "C", "C", "C", "C", "C", "H", "H", "H", "H", "H", "H", "H", "H", "H", "H", "H", "H", "H", "H", "H", "H", "H", "H", "H", "H", "H", "H", "H", "H", "H", "H", "H", "H", "H", "H", "H", "H", "H", "H"], "positions_angstrom": [[3.51435, -1.95788, -0.57404], [0.71495, -2.87045, 2.95328], [7.39007, 0.51458, 3.53899], [6.76282, -1.79259, 0.97474], [6.85417, -2.12689, 3.16639], [8.73205, -0.40745, 2.12437], [7.15145, 0.89656, 1.42040], [-5.26016, 3.06723, -4.21487], [4.48843, -3.53614, 1.95713], [-2.04483, 1.15908, -0.45122], [5.16046, -0.81567, 2.35440], [2.28380, -2.56195, 1.90856], [7.46799, -0.03825, 2.32076], [5.02275, -4.64567, 2.66057], [-5.87675, 1.82555, -3.93101], [0.71382, -2.14034, -0.04128], [-3.33384, 0.81020, -0.92124], [2.06802, -2.26394, 0.61631], [6.49277, -1.23847, 2.19914], [-1.05841, 1.35210, -1.44960], [-1.36738, 2.47212, -2.42846], [3.56757, -2.76987, 2.71126], [4.24709, -1.48094, 3.27257], [-6.07785, 4.21525, -4.07181], [-3.38318, -0.50856, -1.67322], [3.23473, -0.45566, 3.80769], [-6.61700, 4.42097, -2.66678], [-7.05989, 1.49325, -4.82367], [2.52489, -0.89814, 5.10277], [0.20541, -1.24081, 0.32888], [-4.41158, -0.73770, -1.95596], [-5.43148, 5.05001, -4.34298], [5.41929, -4.34555, 3.63708], [4.83519, -1.79523, 4.14227], [-7.17442, 5.35697, -2.61848], [-0.53270, 2.59918, -3.11870], [4.26409, -5.42788, 2.78643], [-2.25966, 2.27175, -3.02337], [-0.14881, 1.59293, -0.89786], [-7.88458, 2.19494, -4.69264], [-6.89762, 4.19839, -4.79891], [-2.78905, -0.48094, -2.58774], [5.85192, -5.03181, 2.06153], [2.94832, -0.38499, 5.96768], [0.09603, -3.01782, 0.17623], [3.26044, -3.34911, 3.59209], [3.82416, 0.44329, 4.02125], [0.82761, -2.05254, -1.12291], [-7.29222, 3.61994, -2.36315], [-0.86398, 0.41469, -1.98447], [-3.95272, 0.74310, -0.02600], [-3.00583, -1.32116, -1.05031], [-3.74963, 1.61766, -1.53540], [-6.76286, 1.51276, -5.87290], [2.52366, -0.17696, 3.02281], [2.60073, -1.97921, 5.25962], [-5.09180, 1.08294, -4.08310], [4.74265, -0.54689, 1.47541], [-1.52325, 3.41103, -1.89571], [-6.16168, 1.76980, -2.87332], [-7.43411, 0.49675, -4.58658], [1.45482, -0.67267, 5.06330], [-5.79920, 4.46715, -1.94621]], "mulliken_charge": [-0.131, -0.099, -0.257, -0.322, -0.317, -0.255, -0.263, -0.414, -0.245, -0.442, -0.186, -0.285, 0.620, -0.817, -0.064, -1.641, -0.085, 0.783, 0.776, -0.152, -1.153, -0.520, -0.216, -0.319, -1.137, -0.700, -1.045, -1.343, -1.380, 0.427, 0.395, 0.341, 0.336, 0.500, 0.396, 0.425, 0.348, 0.192, 0.407, 0.304, 0.313, 0.294, 0.263, 0.381, 0.406, 0.647, 0.507, 0.442, 0.273, 0.180, 0.333, 0.310, 0.142, 0.311, 0.291, 0.389, 0.289, 0.232, 0.294, 0.279, 0.419, 0.282, 0.264]}

{"formula": "C6H3Cl3OS", "method": "wB97M-V/def2-TZVPD", "smiles": "CC(=O)c1c(Cl)sc(Cl)c1Cl", "e_above_lowest_kcal_mol": 0.00, "e_homo_ev": -9.4, "elements": ["Cl", "Cl", "Cl", "S", "O", "C", "C", "C", "C", "C", "C", "H", "H", "H"], "positions_angstrom": [[1.90059, -2.27402, -0.39640], [5.22993, -2.11236, 0.10680], [3.21235, 3.30270, 0.01656], [4.79205, 0.82931, 0.16008], [0.46947, 2.34348, -0.64144], [4.13617, -0.79284, 0.01253], [3.23983, 1.60154, -0.04648], [-0.26938, 0.15151, -0.04303], [2.16076, 0.81724, -0.20506], [2.81944, -0.89401, -0.16136], [0.75634, 1.20536, -0.34131], [-0.16219, -0.17214, 0.99104], [-1.26255, 0.56672, -0.19732], [-0.12732, -0.71276, -0.68473]], "mulliken_charge": [-0.174, -0.172, -0.147, -0.173, -0.542, 0.458, 0.495, -1.261, -0.277, -0.168, 0.947, 0.345, 0.333, 0.335]}

{"formula": "C41H38N5O5Sr", "method": "wB97M-V/def2-TZVPD", "total_charge": -1, "e_above_lowest_kcal_mol": 32.15, "e_homo_ev": -4.5, "elements": ["Sr", "O", "O", "O", "O", "O", "N", "N", "N", "N", "N", "C", "C", "C", "C", "C", "C", "C", "C", "C", "C", "C", "C", "C", "C", "C", "C", "C", "C", "C", "C", "C", "C", "C", "C", "C", "C", "C", "C", "C", "C", "C", "C", "C", "C", "C", "C", "C", "C", "C", "C", "C", "H", "H", "H", "H", "H", "H", "H", "H", "H", "H", "H", "H", "H", "H", "H", "H", "H", "H", "H", "H", "H", "H", "H", "H", "H", "H", "H", "H", "H", "H", "H", "H", "H", "H", "H", "H", "H", "H"], "positions_angstrom": [[-0.13325, 0.93382, -0.94718], [-1.86035, 2.06041, -2.25609], [-2.01942, -3.11242, 1.02690], [0.23932, 2.80667, -2.20652], [-1.12164, 1.80642, 4.96917], [-0.38326, -3.77510, 5.36163], [0.02881, -1.96667, 3.22214], [-0.21832, -1.09236, 1.05994], [0.46032, -0.90863, -2.57231], [2.22788, 0.69852, -0.94274], [-0.65006, 0.19921, 2.97652], [0.06941, -2.17331, -5.92349], [4.49053, 0.78344, -1.09064], [-0.30443, -1.79464, -3.44475], [0.52244, -2.74859, 5.45944], [-0.46314, -4.60738, -0.09042], [1.74040, -0.90794, -2.72652], [-0.24891, 2.30383, 5.96257], [0.81784, -4.80930, -0.59503], [-0.99443, 2.40526, 3.71161], [-0.67141, -0.01849, -5.18661], [-1.01907, 4.29292, 2.27040], [-0.96595, 2.88826, -2.55132], [-2.61422, 6.11243, -3.72577], [2.41776, -0.74144, 5.78056], [-0.75942, 1.56908, 2.60566], [-0.26426, -0.41121, -7.52524], [-0.72558, 5.65200, -5.13507], [-3.04543, -4.05303, 0.81601], [-0.64823, 0.43715, -6.49391], [1.69130, -0.82828, 4.60620], [2.64196, -0.13774, -1.95018], [-0.64556, 2.05164, 1.29869], [-1.13024, 3.76932, 3.54991], [1.27669, -2.67440, 6.62169], [2.21928, -1.67399, 6.78881], [3.33492, 1.25335, -0.44390], [0.09160, -1.71912, -7.23636], [-1.72604, -3.42948, 5.02539], [-0.26642, -0.92130, 2.33281], [-1.32185, 4.10995, -3.37945], [0.73584, -1.83035, 4.42327], [-0.79534, -3.38911, 0.48061], [0.14843, -2.34349, 0.54849], [4.04628, -0.10925, -2.05984], [-0.78353, 3.44731, 1.19451], [-2.39374, 4.92436, -3.04158], [1.75866, -3.79901, -0.51594], [-0.49355, 4.47878, -4.43498], [-0.30885, -1.33085, -4.88562], [1.42634, -2.57876, 0.05715], [-1.77875, 6.48099, -4.77018], [-2.37640, -4.06095, 5.63187], [0.38803, -2.38772, -8.03591], [0.01622, -2.88638, 2.81208], [2.20718, -1.54698, -3.48928], [1.07307, -5.76255, -1.04095], [2.78968, -1.62025, 7.70737], [-3.43634, 6.75703, -3.43924], [-0.93480, 1.45948, -6.70989], [-3.05060, 4.62731, -2.23261], [-0.24128, -0.05246, -8.54688], [-2.84337, -4.99645, 1.33556], [5.51074, 1.07344, -0.88788], [2.14736, -1.77351, 0.11526], [0.08958, -2.81752, -3.39025], [-1.32505, 4.41048, 4.40119], [-1.93848, -2.38392, 5.25207], [0.34570, 3.84269, -4.68989], [-0.69596, 3.90315, 0.20867], [-1.93490, -3.61194, 3.97076], [-0.06994, 5.92918, -5.95181], [-0.45304, 1.73587, 6.87013], [-3.19368, -4.25528, -0.24902], [1.09803, -3.41184, 7.39370], [1.87548, -0.13310, 3.79635], [-1.33288, -1.82131, -3.07516], [-0.97484, 0.64493, -4.38412], [0.35298, -3.19744, -5.70579], [-0.41167, 3.36631, 6.16084], [2.75795, -3.94634, -0.90757], [4.64209, -0.68064, -2.75782], [-1.93688, 7.41645, -5.29339], [0.79874, 2.15613, 5.67959], [-0.73404, 0.09654, 3.97612], [3.15903, 0.03881, 5.89567], [3.27311, 1.96388, 0.37014], [-3.95179, -3.60976, 1.22265], [-1.18938, -5.40728, -0.15046], [-1.13108, 5.36251, 2.11950]], "mulliken_charge": [1.740, -0.810, -0.241, -0.871, -0.561, -0.560, 0.432, 0.330, 0.415, 0.243, 0.151, -0.451, -0.661, -1.479, 0.410, -0.664, -0.376, -0.822, -0.884, 0.507, -0.124, -1.014, 1.308, -0.590, -0.950, 0.021, -0.378, -0.633, -1.152, -0.645, 0.154, 0.249, -0.470, -0.315, -0.492, -0.518, -1.103, -0.591, -0.533, -0.561, -0.271, -0.301, 0.986, -0.128, -1.044, -0.252, -0.327, -0.913, -0.335, 0.372, -0.123, -0.360, 0.321, 0.362, 0.438, 0.131, 0.380, 0.375, 0.371, 0.448, 0.430, 0.369, 0.375, 0.411, 0.459, 0.361, 0.311, 0.242, 0.469, 0.374, 0.081, 0.372, 0.245, 0.415, 0.427, 0.626, 0.370, 0.506, 0.345, 0.340, 0.447, 0.472, 0.362, 0.285, 0.266, 0.429, 0.499, 0.257, 0.420, 0.391]}

{"formula": "C29H46BN10O3Zn", "method": "wB97M-V/def2-TZVPD", "total_charge": -1, "e_above_lowest_kcal_mol": 9.31, "e_homo_ev": -6.1, "elements": ["Zn", "O", "O", "O", "N", "N", "N", "N", "N", "N", "N", "N", "N", "N", "C", "C", "C", "C", "C", "C", "C", "C", "C", "C", "C", "C", "C", "C", "C", "C", "C", "C", "C", "C", "C", "C", "C", "C", "C", "C", "C", "C", "C", "B", "H", "H", "H", "H", "H", "H", "H", "H", "H", "H", "H", "H", "H", "H", "H", "H", "H", "H", "H", "H", "H", "H", "H", "H", "H", "H", "H", "H", "H", "H", "H", "H", "H", "H", "H", "H", "H", "H", "H", "H", "H", "H", "H", "H", "H", "H"], "positions_angstrom": [[-0.13329, 1.81822, 0.08014], [1.50173, 3.29237, 0.23244], [3.10604, 1.81166, 0.16947], [3.55998, 3.90052, 0.51902], [0.68572, 0.96088, -1.53522], [-0.78879, -1.08879, 0.07890], [0.70078, 0.90357, 1.60493], [-1.51824, 0.05080, 0.04317], [-5.51910, 5.04942, -0.34226], [1.11689, -0.31352, -1.32888], [-3.10868, 4.93701, 0.14816], [-1.42749, 3.19411, 0.32143], [2.75129, 2.99600, 0.28464], [1.26530, -0.28024, 1.28245], [-4.09475, 1.37394, 1.41244], [-1.15571, -3.59680, 0.15981], [0.01565, 2.31485, -4.74626], [-1.63181, -4.34127, -1.09154], [-3.92176, 0.70429, 0.04361], [4.07492, -1.70773, 1.14299], [-2.90272, -1.69679, 0.10186], [2.23221, -3.27580, -1.80708], [2.11856, -0.64390, 2.25855], [1.79683, 0.29213, -3.32843], [0.77938, 2.63615, -3.45249], [-2.25953, 4.00869, 0.21972], [1.77465, -0.75428, -2.42263], [-4.38330, 4.95388, -0.12125], [-5.23857, 0.05496, -0.37861], [-0.00659, 3.66185, -2.64838], [1.68320, 3.02590, 4.50923], [1.08691, 1.34323, -2.74266], [1.70553, -2.56892, -4.11496], [-1.66816, -4.28142, 1.43060], [3.04972, -1.82159, 2.27554], [2.07158, 0.33240, 3.24160], [2.34542, -2.11248, -2.79176], [-1.59928, -2.16354, 0.11938], [-2.80156, -0.29820, 0.06645], [0.74246, 2.60009, 3.38712], [1.17200, 1.29802, 2.77992], [2.33975, -3.17938, 2.30082], [-0.70384, 2.50004, 3.88444], [0.76129, -1.02127, 0.01189], [1.62793, 2.32492, 5.34658], [-0.12973, 4.57167, -3.23845], [-2.75934, -4.29217, 1.44652], [-3.79877, -2.29449, 0.11840], [2.71458, -4.15026, -2.24844], [1.85511, -3.39787, 1.34967], [0.57403, 1.63506, -5.39052], [-5.55859, -0.67168, 0.37155], [3.59616, -1.73151, 3.21769], [1.40610, 4.01485, 4.87623], [0.63219, -2.71600, -3.97762], [2.72402, -3.07214, -0.86091], [-0.18925, 3.23239, -5.30173], [-5.14492, -0.45653, -1.33817], [2.14755, -3.51524, -4.43484], [4.76523, -2.55461, 1.15786], [2.71464, 3.06672, 4.15621], [-0.94057, 1.84654, -4.50278], [-1.05020, 3.46438, 4.26203], [0.77687, 3.34698, 2.58903], [1.20878, -2.11211, 0.01444], [1.84710, -1.84121, -4.91119], [-2.72225, -4.36578, -1.13140], [4.64369, -0.78323, 1.24861], [1.74518, 3.07322, -3.72567], [-0.06606, -3.62645, 0.17810], [-3.66097, 1.47727, -0.68517], [1.57814, -3.19319, 3.08275], [-1.31107, -5.31266, 1.48006], [-3.14599, 1.76893, 1.76512], [-1.00019, 3.27817, -2.40929], [-1.27221, -3.84641, -1.99538], [-1.31913, -3.75012, 2.31704], [2.64095, 0.34495, 4.15581], [-0.78458, 1.76240, 4.68730], [3.57790, -1.66307, 0.17656], [-1.35871, 2.19980, 3.06830], [-6.01758, 0.81330, -0.46555], [-4.46487, 0.64963, 2.14229], [-4.80833, 2.19821, 1.34215], [2.26223, 0.29493, -4.29978], [-1.26306, -5.36968, -1.08776], [3.06087, -3.97300, 2.50876], [1.18653, -3.52292, -1.61622], [3.41064, -1.94182, -2.97777], [0.49523, 3.92076, -1.71880]], "mulliken_charge": [-1.215, -0.453, -0.482, -0.773, -0.454, 0.835, 0.225, -0.012, -0.625, 1.504, -0.857, 0.177, 0.818, 1.339, -0.573, 1.875, -1.431, -1.645, 0.997, -1.261, -0.464, -1.445, 0.199, -1.614, 0.634, 1.081, 0.123, 0.492, -1.915, -1.445, -1.953, -0.206, -1.541, -1.717, 0.091, -0.692, 0.515, -0.359, -0.501, 1.276, -0.814, -1.409, -1.003, 1.673, 0.319, 0.506, 0.290, 0.447, 0.555, 0.048, 0.374, 0.300, 0.460, 0.451, 0.311, 0.149, 0.428, 0.412, 0.443, 0.412, 0.418, 0.307, 0.409, 0.194, -1.488, 0.395, 0.385, 0.370, 0.379, -0.907, 0.244, 0.357, 0.469, -0.437, 0.190, 0.294, 0.376, 0.459, 0.345, 0.058, -0.131, 0.468, 0.390, 0.330, 0.595, 0.414, 0.488, 0.117, 0.397, 0.215]}

Number 1: E_LUMO -0.214 eV, E_tot -890.9920 hartree, molecular weight 93.2 Da. Number 2: E_LUMO 0.527 eV, E_tot -6634.0368 hartree, molecular weight 567.3 Da. Number 3: E_LUMO -0.030 eV, E_tot -2084.3799 hartree, molecular weight 229.5 Da. Number 4: E_LUMO 2.310 eV, E_tot -2265.9912 hartree, molecular weight 768.4 Da. Number 5: E_LUMO 2.358 eV, E_tot -3710.2793 hartree, molecular weight 659.0 Da.